(1)
{
  "formula": "H20O10",
  "method": "the ωB97M-V functional and the def2-TZVPD basis",
  "symbols": ["H", "H", "O", "H", "H", "H", "H", "H", "H", "H", "H", "O", "O", "O", "O", "H", "O", "O", "H", "H", "H", "H", "O", "O", "O", "H", "H", "H", "H", "H"],
  "xyz": [[1.84615, -2.22488, 0.30326], [0.34417, -2.09666, 0.02952], [-0.79632, 4.29668, -1.67447], [-1.97004, -0.22867, -2.43077], [-2.58327, -1.51709, -2.91311], [-0.56937, 4.43824, -2.59819], [0.10360, 0.69142, 0.85042], [-0.51248, 0.78784, -0.54146], [1.85262, 2.07491, 2.31655], [-0.23878, 3.56145, -1.39911], [2.40069, 0.18030, 1.26035], [1.03541, -2.74255, 0.22395], [-0.14284, -1.99209, -2.08620], [-2.30464, -1.77487, 0.78727], [1.19011, 1.37778, 2.24790], [0.53736, -1.32696, -2.22445], [-1.14800, -1.39297, 3.90661], [2.87289, -0.26466, 0.53900], [-1.04283, -0.88552, 3.09609], [1.68691, 1.14967, -1.70505], [3.71790, -0.53286, 0.91452], [-3.17871, -1.60850, 0.42230], [-2.78494, -0.58307, -2.79312], [1.24775, 1.95927, -1.42122], [-0.63782, 0.36624, 0.31469], [0.60191, 1.51698, 3.00072], [-1.76360, -1.00904, 0.51108], [1.89282, 2.38819, -0.84888], [-2.00614, -1.81239, 3.78710], [0.34952, -2.79620, -1.87529]],
  "forces_ev_per_a": [[-0.146, 0.128, 0.070], [-0.044, -0.034, 0.153], [0.027, 0.059, 0.085], [0.040, -0.071, 0.040], [0.085, 0.005, 0.062], [-0.015, -0.021, 0.004], [-0.213, 0.016, -0.099], [0.030, 0.129, 0.053], [-0.112, 0.058, 0.013], [-0.013, -0.086, -0.140], [-0.030, -0.279, -0.027], [0.272, -0.160, 0.073], [-0.188, 0.162, -0.470], [0.104, 0.185, 0.058], [0.208, 0.184, 0.122], [0.076, -0.107, -0.062], [0.010, 0.238, 0.127], [0.032, 0.158, -0.004], [-0.055, -0.192, -0.154], [0.070, 0.034, 0.048], [-0.006, 0.005, -0.012], [0.039, 0.003, -0.064], [-0.165, 0.024, -0.062], [-0.013, 0.006, 0.001], [0.242, 0.043, -0.017], [0.010, -0.143, -0.004], [-0.276, -0.280, 0.109], [0.021, -0.045, -0.013], [0.041, -0.075, -0.079], [-0.030, 0.054, 0.191]],
  "nbo_charge": [0.48, 0.49, -0.95, 0.46, 0.48, 0.47, 0.50, 0.49, 0.49, 0.48, 0.49, -0.97, -0.96, -0.98, -0.97, 0.46, -0.95, -0.98, 0.47, 0.49, 0.48, 0.47, -0.94, -0.97, -0.98, 0.51, 0.49, 0.48, 0.48, 0.50],
  "multiplicity": 1,
  "smiles": "O.O.O.O.O.O.O.O.O.O"
}

(2)
{
  "formula": "H20O10",
  "method": "the ωB97M-V functional and the def2-TZVPD basis",
  "symbols": ["H", "H", "O", "H", "H", "H", "H", "O", "O", "H", "H", "H", "H", "H", "O", "O", "O", "H", "H", "H", "H", "O", "O", "O", "O", "H", "H", "H", "H", "H"],
  "xyz": [[-3.78111, 0.16046, -3.59490], [1.01357, 3.07276, 0.18899], [-0.89943, 2.27053, 2.84650], [0.29166, 2.98344, 1.59239], [1.92838, 2.23840, -2.51531], [-0.49605, -1.00496, -2.70295], [-1.72272, 2.47273, 3.38560], [-0.57599, -0.99543, 2.37843], [-0.72788, -3.18774, 0.50406], [0.52466, -0.33669, -0.28940], [-0.56520, -2.29382, 0.97569], [-0.69797, 0.14175, -0.98424], [-1.19256, -2.31005, -2.28173], [-1.30240, -1.08991, 3.11526], [-0.03318, 0.53288, -0.43642], [-1.05590, -1.34016, -2.13496], [1.50654, 2.53860, -1.72300], [2.13919, -1.77923, -1.20358], [0.38371, -1.04169, 2.35670], [-1.01852, 1.52191, 2.18452], [2.36657, -0.24427, 0.89252], [-3.37050, -0.18033, -2.63672], [2.81511, 0.33556, 1.41874], [1.60149, -1.76392, -0.42897], [1.22371, 3.06123, 1.13554], [0.83211, 1.93850, -1.77368], [1.13796, -2.57293, -0.48270], [2.40331, 1.06306, 1.84742], [-2.48282, -0.42133, -2.72293], [-0.24572, -3.76937, 1.08913]],
  "forces_ev_per_a": [[2.110, -1.494, 3.972], [0.358, -0.123, 0.239], [-1.159, -0.611, -0.035], [2.691, 0.363, -1.084], [1.346, 0.475, -0.801], [4.773, 2.198, -4.792], [1.420, -0.798, -1.505], [-3.207, -0.018, -0.199], [0.726, 2.001, 0.624], [-1.161, 2.501, -0.328], [-0.940, -1.546, -0.852], [-1.149, -0.164, -0.274], [0.291, 1.409, 0.152], [3.623, 0.056, -1.587], [1.977, -1.962, 0.723], [-4.642, -4.001, 4.324], [2.198, 2.110, -0.315], [0.896, 0.363, -0.811], [-0.129, 0.086, 1.808], [-0.341, 1.148, 1.460], [-2.484, -1.561, -1.888], [-4.769, 2.292, -3.426], [3.840, 0.754, 2.116], [0.611, 1.130, 0.624], [-2.738, -0.140, 1.138], [-3.457, -2.504, 1.085], [-1.397, -1.547, 0.308], [-1.387, 0.820, -0.324], [2.072, -0.652, -0.580], [0.028, -0.588, 0.228]],
  "nbo_charge": [0.47, 0.49, -0.99, 0.49, 0.46, 0.46, 0.49, -1.05, -0.98, 0.49, 0.50, 0.47, 0.51, 0.54, -0.99, -0.95, -0.93, 0.48, 0.53, 0.51, 0.47, -0.96, -0.98, -0.96, -0.99, 0.47, 0.50, 0.51, 0.47, 0.46],
  "multiplicity": 1,
  "smiles": "O.O.O.O.O.O.O.O.O.O"
}

(3)
{
  "formula": "H20O10",
  "method": "the ωB97M-V functional and the def2-TZVPD basis",
  "symbols": ["H", "H", "O", "H", "H", "H", "H", "H", "H", "H", "O", "H", "H", "O", "O", "H", "H", "O", "O", "H", "O", "H", "O", "O", "H", "H", "O", "H", "H", "H"],
  "xyz": [[-2.29494, 4.47718, -1.30894], [-0.97556, -0.78259, 2.98093], [1.17748, -0.59397, 2.25486], [0.13358, 1.21649, -0.56938], [-1.43729, -3.55140, -2.09214], [-2.27651, -1.19306, -1.57214], [1.49217, 0.28842, 2.02828], [1.08781, -1.42401, -0.76561], [4.50904, -0.02903, -0.76978], [-2.06305, -0.92031, -3.05203], [1.94713, -1.50573, -1.19442], [2.31284, 3.14038, 1.25339], [-3.03627, 5.07577, -0.12481], [-1.84018, -0.58272, -2.17719], [4.31739, 0.02620, -1.71276], [-0.71897, 0.39979, 0.38780], [2.53132, -1.81332, -0.49221], [-0.47262, 0.46767, -0.54155], [1.79179, 2.36655, 1.49562], [-1.93256, -0.90523, 1.11390], [-1.61051, -1.67334, 0.62884], [-1.22232, 0.41387, 2.07670], [-1.90418, -3.78782, -1.28275], [-2.16025, 5.01807, -0.52263], [1.35745, 2.10984, 0.67437], [-1.07639, -1.29640, -0.07941], [-1.26614, 0.13623, 2.99865], [3.53449, 0.58637, -1.76053], [1.43935, -0.70712, 3.17552], [-1.20342, -4.05486, -0.67727]],
  "forces_ev_per_a": [[0.037, 0.049, 0.044], [0.184, 0.107, -0.121], [0.535, -0.310, -0.239], [-0.097, -0.094, -0.277], [0.006, -0.094, 0.017], [-0.202, -0.151, 0.050], [0.112, 0.152, 0.160], [-0.008, 0.105, -0.028], [0.018, 0.008, -0.115], [-0.074, 0.002, 0.026], [-0.182, -0.047, 0.172], [0.015, -0.025, 0.119], [0.101, 0.027, 0.013], [-0.438, -0.442, -0.876], [0.251, 0.290, 0.163], [0.312, 0.296, -0.124], [-0.013, 0.008, -0.109], [0.657, 0.724, 0.809], [-0.060, -0.175, -0.221], [-0.373, -0.418, 0.044], [-0.112, 0.020, 0.156], [0.199, 0.179, 0.631], [0.138, -0.032, -0.274], [-0.120, -0.111, -0.064], [0.103, 0.183, 0.116], [0.021, -0.288, -0.098], [-0.822, 0.183, 0.099], [-0.027, -0.284, -0.066], [-0.031, 0.059, -0.074], [-0.130, 0.080, 0.067]],
  "nbo_charge": [0.47, 0.49, -0.97, 0.46, 0.47, 0.48, 0.49, 0.47, 0.46, 0.47, -0.94, 0.49, 0.47, -0.95, -0.93, 0.45, 0.47, -0.91, -0.94, 0.45, -0.94, 0.43, -0.94, -0.94, 0.46, 0.48, -0.91, 0.47, 0.48, 0.47],
  "multiplicity": 1,
  "smiles": "O.O.O.O.O.O.O.O.O.O"
}

(4)
{
  "formula": "H20O10",
  "method": "the ωB97M-V functional and the def2-TZVPD basis",
  "symbols": ["O", "H", "O", "O", "H", "H", "O", "H", "H", "H", "O", "O", "H", "H", "H", "O", "H", "O", "H", "H", "O", "H", "H", "H", "H", "H", "H", "H", "O", "H"],
  "xyz": [[-0.01519, -0.07385, 1.15256], [0.33344, -3.96072, -0.11404], [-4.98726, -0.29352, 0.85711], [-0.30077, -4.14758, 0.58728], [0.94386, 2.44096, -1.50769], [1.76062, 1.38529, -0.78071], [4.01244, -1.59265, -1.63873], [0.87588, 0.07961, 0.81874], [-5.90880, -0.32319, 1.13796], [4.59455, -1.85223, 0.33708], [2.02021, 4.06054, 2.07177], [5.52087, -1.68038, 0.54051], [-0.65522, 3.12386, -0.58779], [-0.67355, -5.00265, 0.34464], [2.76341, 3.64556, 1.61964], [-2.79721, 0.97869, -1.09262], [-0.55648, 0.56869, 0.68018], [-3.31840, -2.73189, 0.01770], [3.32229, -2.19832, -1.34574], [-3.47428, 1.18403, -0.43810], [-0.85344, 3.78640, -1.25916], [1.50122, 4.45142, 1.35983], [-2.94738, 0.04991, -1.30193], [-2.49468, -3.22801, -0.04810], [-4.92118, 0.52705, 0.35582], [3.67848, -0.72163, -1.39626], [-3.25077, -2.07136, -0.68095], [5.48796, -1.05502, 1.27320], [0.85229, 1.64718, -0.96869], [-1.44769, 3.33308, -1.86774]],
  "forces_ev_per_a": [[0.120, -0.148, 0.068], [-0.047, 0.031, 0.094], [0.004, 0.231, -0.168], [-0.129, -0.054, -0.270], [-0.149, 0.125, -0.151], [-0.080, 0.043, -0.015], [-0.541, -0.030, -0.068], [-0.321, 0.040, 0.133], [0.057, -0.062, 0.007], [0.351, -0.006, -0.183], [0.063, -0.056, -0.228], [0.010, 0.214, 0.616], [-0.189, -0.025, 0.047], [0.060, -0.040, 0.105], [-0.043, 0.062, 0.121], [-0.081, 0.074, 0.004], [0.070, -0.075, -0.079], [0.044, -0.061, -0.297], [-0.078, -0.050, -0.270], [0.375, 0.053, -0.081], [0.086, 0.071, -0.083], [-0.028, 0.023, 0.092], [0.085, 0.119, 0.041], [0.176, 0.054, 0.196], [-0.378, -0.130, 0.205], [0.116, -0.019, -0.159], [-0.114, -0.148, 0.219], [0.154, -0.137, 0.067], [0.463, -0.074, -0.045], [-0.057, -0.025, 0.085]],
  "nbo_charge": [-0.93, 0.47, -0.92, -0.93, 0.49, 0.46, -0.92, 0.45, 0.48, 0.46, -0.93, -0.93, 0.48, 0.47, 0.46, -0.93, 0.48, -0.93, 0.46, 0.46, -0.96, 0.47, 0.47, 0.48, 0.44, 0.46, 0.45, 0.46, -0.96, 0.48],
  "multiplicity": 1,
  "smiles": "O.O.O.O.O.O.O.O.O.O"
}

HOMO-LUMO gap in eV, matching the order above: 10.15, 9.60, 10.79, 10.65
LUMO energy in eV, matching the order above: -0.53, -0.25, -0.24, -0.49
M in Da, matching the order above: 180.15, 180.15, 180.15, 180.15